Computed, not measured: a molecular structure, C40H30FeN2OP2S2, with wB97M-V/def2-TZVPD.

XYZ file:
```
78
Properties=species:S:1:pos:R:3
Fe -0.04611 -0.69647 -0.15633
O -0.94481 0.20132 -2.37277
N -1.73305 -0.21896 -1.31429
C -2.78220 -0.90713 -1.53932
C -3.65529 -1.42038 -0.48527
C -4.91127 -1.83756 -0.93324
C -5.89019 -2.24374 -0.04305
C -5.62503 -2.22451 1.31521
C -4.37254 -1.83609 1.77124
C -3.36349 -1.45471 0.89345
P -1.75089 -1.01251 1.62409
C -2.12223 0.48326 2.57280
C -2.57762 1.59332 1.86144
C -2.87150 2.77132 2.52489
C -2.70603 2.85189 3.90156
C -2.25092 1.75162 4.61158
C -1.95741 0.56585 3.95196
C -1.23499 -2.31827 2.75182
C -0.06268 -2.07845 3.47467
C 0.45631 -3.06280 4.29639
C -0.17321 -4.29696 4.38418
C -1.31423 -4.55140 3.64015
C -1.84471 -3.56744 2.81774
H -1.18766 -0.25258 -3.19777
H -3.09086 -1.08866 -2.56917
H -5.12839 -1.82412 -1.99400
H -6.85735 -2.55807 -0.40992
H -6.38726 -2.51276 2.02632
H -4.17775 -1.83059 2.83696
H -2.70341 1.54331 0.78517
H -3.22685 3.62800 1.96840
H -2.93498 3.77348 4.41965
H -2.12703 1.80934 5.68473
H -1.61420 -0.28935 4.51839
H 0.44905 -1.12624 3.38969
H 1.35953 -2.86795 4.85961
H 0.23859 -5.06851 5.02000
H -1.79402 -5.51999 3.69347
H -2.72442 -3.78792 2.22847
S 3.48790 -2.35421 0.28357
P 2.14622 -3.61532 -0.28469
S 0.19081 -2.80251 -0.65623
C 2.49947 -4.48955 -1.83178
C 1.71858 -4.44340 -2.97795
C 2.09327 -5.16700 -4.10184
C 3.24340 -5.93867 -4.08173
C 4.02921 -5.98577 -2.93663
C 3.66152 -5.26377 -1.81583
C 1.77652 -4.94086 0.89342
C 0.88664 -5.95754 0.55245
C 0.69622 -7.02464 1.41145
C 1.40165 -7.08636 2.60832
C 2.28330 -6.07340 2.95008
C 2.46936 -4.99525 2.09585
H 0.81988 -3.84256 -3.00059
H 1.48447 -5.12558 -4.99531
H 3.53240 -6.50291 -4.95841
H 4.93105 -6.58270 -2.91962
H 4.28231 -5.29281 -0.92799
H 0.35699 -5.92338 -0.39284
H 0.01470 -7.82050 1.14143
H 1.26902 -7.93402 3.26831
H 2.83838 -6.12479 3.87789
H 3.16668 -4.20365 2.34083
N 6.37125 2.07026 6.69240
C 5.65917 1.84603 5.81946
C 4.76313 1.55822 4.73737
C 5.15538 0.67578 3.73121
C 4.28150 0.37675 2.70461
C 3.01131 0.96133 2.67890
C 2.63007 1.85942 3.68192
C 3.50308 2.15637 4.70942
C 2.09205 0.60581 1.65383
C 1.29008 0.26038 0.79737
H 6.13990 0.23051 3.76206
H 4.56642 -0.31072 1.92048
H 1.65180 2.31943 3.64271
H 3.22084 2.84841 5.49041
```

**Lowest unoccupied orbital energy (alpha / beta)**: -3.755 / -4.529 eV
**Kohn-Sham gap (alpha / beta)**: 0.258 / 0.229 hartree
**E_HOMO (alpha / beta)**: -0.396 / -0.395 hartree
**Total charge**: +1
**2S+1**: 6
**DFT total energy**: -4469.525127 a.u.

Let us look at the Mulliken charges, expressed in e, one per atom: -0.095 -0.374 0.028 -0.128 0.513 -0.909 -0.798 -0.790 -0.340 0.214 1.535 0.772 -0.521 -0.706 -0.592 -0.734 -0.357 0.862 -0.611 -0.890 -0.549 -0.851 -0.500 0.368 0.333 0.393 0.428 0.442 0.537 0.293 0.443 0.425 0.461 0.478 0.494 0.452 0.488 0.431 0.423 -0.405 1.191 -0.377 0.474 -0.169 -0.616 -0.461 -0.665 -0.703 0.469 -0.547 -0.704 -0.467 -0.711 -0.330 0.236 0.394 0.386 0.398 0.372 0.417 0.443 0.418 0.461 0.409 -0.458 -0.049 0.614 -0.748 -0.521 0.286 -0.574 -0.667 2.180 -1.954 0.476 0.372 0.592 0.468

---

Computed, not measured: a molecular structure, C40H30IN7PSrTe, with wB97M-V/def2-TZVPD.

XYZ file:
```
81
Properties=species:S:1:pos:R:3
Sr -0.96854 -1.96898 -0.68549
N -4.41099 -2.80986 2.13265
C -3.19735 -2.29120 2.06761
N -2.80463 -2.26594 0.80162
C -3.88206 -2.80282 0.09008
N -4.88942 -3.15042 0.89568
C -3.88870 -2.92285 -1.34985
C -4.97194 -3.49971 -2.03261
N -5.04698 -3.58931 -3.34525
C -3.95630 -3.06021 -4.05098
C -2.88630 -2.50692 -3.42386
N -2.79019 -2.41174 -2.06256
H -4.98766 -2.95055 2.93814
H -2.62377 -1.94927 2.92257
H -5.80562 -3.89590 -1.45646
H -4.00638 -3.12116 -5.13361
H -2.04599 -2.10545 -3.99138
C 0.01231 1.81890 -4.03012
C -0.19757 1.29328 -2.76373
C 0.34327 0.06539 -2.39823
C 1.13576 -0.69068 -3.30039
C 1.36833 -0.11523 -4.57473
C 0.81019 1.09726 -4.93323
N 1.70192 -1.91362 -3.04607
N 1.25630 -2.42103 -1.91500
C 1.75207 -3.72279 -1.60489
C 2.30625 -4.54444 -2.61270
C 2.76124 -5.82564 -2.33610
C 2.68634 -6.32664 -1.03782
C 2.14933 -5.52796 -0.03756
C 1.68417 -4.22885 -0.28444
H -0.42430 2.77153 -4.31039
H -0.78673 1.85524 -2.04228
H 0.19363 -0.29061 -1.38906
H 1.99415 -0.67018 -5.26279
H 0.98829 1.48978 -5.92927
H 2.34995 -4.14544 -3.61271
H 3.16096 -6.43587 -3.14107
H 3.05204 -7.32321 -0.80414
H 2.09588 -5.91144 0.97451
I -2.90985 1.07591 0.18270
C -2.07463 2.99006 -0.02151
C -2.71072 3.73970 -0.95974
C -2.48699 5.13306 -1.05398
C -1.73474 5.74636 -0.11633
C -1.08363 5.00104 0.89593
C -0.43155 5.69095 1.94298
C 0.19012 5.01446 2.92990
C 0.33642 3.61165 2.82498
C -0.21379 2.88343 1.81136
P 0.54933 1.20279 1.50908
C 0.73378 0.68117 3.26908
C -0.42966 0.60589 4.04692
C -0.37942 0.16652 5.36390
C 0.83637 -0.21510 5.92073
C 1.99168 -0.15613 5.15504
C 1.94398 0.28421 3.83205
C 2.26387 1.68775 1.01270
C 2.85971 2.94069 1.16826
C 4.15823 3.16466 0.72118
C 4.87325 2.14857 0.09958
C 4.28884 0.90239 -0.07227
C 2.99488 0.67591 0.38045
C -1.10932 3.56340 0.88869
H -3.42222 3.26601 -1.62412
H -2.97769 5.70488 -1.83122
H -1.62485 6.82558 -0.11523
H -0.46920 6.77620 1.95326
H 0.63499 5.54617 3.76272
H 0.94298 3.09194 3.55682
H -1.37829 0.91567 3.61421
H -1.28759 0.11884 5.95401
H 0.88019 -0.56133 6.94722
H 2.94123 -0.46194 5.58092
H 2.85008 0.30841 3.24088
H 2.32187 3.75303 1.63438
H 4.60862 4.14110 0.85740
H 5.88084 2.33087 -0.25790
H 4.82525 0.09838 -0.56621
H 2.56258 -0.30654 0.25337
Te 1.02412 -3.08207 1.38372
```

**Energy above the lowest of the compared OMol25 structures with the same formula, charge and spin**: 26.64 kcal/mol
**Lowest unoccupied orbital energy (alpha / beta)**: 1.704 / 1.704 eV
**Kohn-Sham gap (alpha / beta)**: 0.168 / 0.168 hartree
**E_HOMO (alpha / beta)**: -0.106 / -0.106 hartree
**Total charge**: -1
**2S+1**: 1
**DFT total energy**: -2863.406205 a.u.

Let us look at the Mulliken charges, expressed in e, one per atom: 1.874 0.118 -0.520 -0.138 0.306 -0.829 0.028 -0.234 -0.759 -0.438 -0.598 -0.394 0.185 0.568 0.430 0.357 0.438 -0.564 -0.520 2.798 -0.255 -0.360 -0.484 -1.033 1.103 0.026 -0.494 -0.541 -0.581 -0.630 -0.134 0.416 0.342 -2.172 0.461 0.330 0.399 0.333 0.344 0.332 0.251 -0.400 -0.409 -0.853 -0.858 0.651 -0.811 -0.801 -1.030 1.068 1.156 0.021 -0.360 -0.726 -0.450 -0.635 -0.027 0.221 -0.048 -0.716 -0.507 -0.655 -0.239 0.008 0.433 0.395 0.343 0.333 0.377 0.454 0.425 0.400 0.361 0.386 0.392 0.280 0.398 0.355 0.462 0.133 -0.288

---

Q: 2S+1 of number 1 (C40H30FeN2OP2S2)?
A: 6

---

Q: Among the records above, which one has the highest 2S+1?
A: C40H30FeN2OP2S2

---

Q: Which of these has the highest 2S+1?
A: C40H30FeN2OP2S2

---

Q: Among the records above, which one has the lowest total charge?
A: C40H30IN7PSrTe